# 1
C29H44BClN11NiS3 as an isolated structure, computed with ωB97M-V/def2-TZVPD.

Structure (ORCA input):
```
! RIJCOSX wB97M-V def2-TZVPD def2/J DEFGRID3
* xyz 1 3
Ni -2.869 1.369 0.222
C -1.367 0.352 5.036
C -0.512 0.407 3.812
C 0.840 0.384 3.859
C 1.598 0.443 2.665
N 1.027 0.491 1.491
N -0.320 0.519 1.423
B -1.127 0.428 0.048
N -1.470 -1.144 -0.067
N -0.379 -1.900 0.083
C -0.484 -3.201 -0.024
C -1.726 -3.799 -0.334
C -2.841 -3.032 -0.495
C -4.184 -3.607 -0.818
C -2.676 -1.633 -0.335
S -3.994 -0.528 -0.467
C 0.768 -4.035 0.184
C 0.493 -5.093 1.261
C 1.116 -4.721 -1.146
C 1.936 -3.158 0.626
N -0.404 0.784 -1.312
N 0.937 0.843 -1.334
C 1.550 1.293 -2.396
C 0.829 1.807 -3.494
C -0.519 1.674 -3.531
C -1.333 2.162 -4.688
C -1.141 1.053 -2.407
S -2.810 0.677 -2.585
C 3.073 1.296 -2.369
C 3.511 2.398 -1.393
C 3.564 -0.093 -1.944
C 3.662 1.590 -3.753
C -1.107 0.517 2.521
S -2.792 0.644 2.384
C 3.121 0.499 2.759
C 3.505 1.961 3.027
C 3.631 -0.386 3.905
C 3.773 0.033 1.465
H -0.751 0.241 5.927
H -2.069 -0.481 4.978
H -1.967 1.259 5.123
H 1.341 0.326 4.815
H -1.794 -4.874 -0.443
H -4.131 -4.690 -0.899
H -4.556 -3.195 -1.757
H -4.909 -3.344 -0.046
H -0.299 -5.785 0.969
H 0.208 -4.624 2.205
H 1.395 -5.681 1.433
H 0.308 -5.367 -1.496
H 2.006 -5.339 -1.018
H 1.323 -3.980 -1.922
H 1.717 -2.650 1.569
H 2.159 -2.392 -0.115
H 2.820 -3.783 0.764
H 1.347 2.283 -4.315
H -0.714 2.755 -5.359
H -2.167 2.772 -4.340
H -1.755 1.326 -5.250
H 3.053 2.264 -0.410
H 3.209 3.378 -1.768
H 4.597 2.394 -1.282
H 3.034 -0.448 -1.070
H 4.634 -0.067 -1.730
H 3.398 -0.805 -2.757
H 3.491 2.620 -4.072
H 3.265 0.914 -4.514
H 4.743 1.445 -3.712
H 3.034 2.337 3.939
H 3.197 2.599 2.195
H 4.587 2.048 3.145
H 3.365 -0.005 4.891
H 4.720 -0.423 3.862
H 3.256 -1.408 3.813
H 3.415 0.615 0.625
H 3.550 -1.020 1.271
H 4.856 0.149 1.537
N -7.909 2.911 -0.916
N -6.533 2.989 -0.845
N -5.878 4.066 -1.210
C -4.639 3.741 -0.869
N -4.585 2.521 -0.323
N -5.819 2.049 -0.314
H -8.208 3.445 -1.723
H -8.166 1.936 -1.006
H -3.781 4.372 -1.028
Cl -1.196 3.895 -0.973
C -1.743 2.953 0.463
H -2.463 3.599 0.967
H -0.877 2.865 1.112
*
```

Output
- E: -133920.2145 eV
- Frontier orbital gap (spin up / spin down): 7.161 / 6.028 eV

Löwdin analysis output, partial charges in e: -0.056, -0.063, -0.243, 0.066, -0.200, 0.193, 0.002, -0.584, 0.015, 0.201, -0.180, 0.079, -0.220, -0.045, -0.558, 0.768, -0.545, -0.034, -0.030, -0.059, 0.024, 0.198, -0.191, 0.069, -0.276, -0.065, -0.597, 0.804, -0.530, -0.030, -0.043, -0.060, -0.576, 0.843, -0.540, -0.027, -0.046, -0.050, 0.087, 0.083, 0.085, 0.123, 0.130, 0.088, 0.090, 0.089, 0.080, 0.095, 0.093, 0.084, 0.094, 0.092, 0.079, 0.066, 0.097, 0.124, 0.090, 0.076, 0.088, 0.061, 0.093, 0.096, 0.037, 0.097, 0.092, 0.086, 0.093, 0.094, 0.089, 0.085, 0.093, 0.078, 0.092, 0.092, 0.032, 0.073, 0.101, 0.147, -0.277, 0.150, -0.174, -0.044, 0.091, 0.107, 0.105, 0.076, 0.554, -0.596, 0.015, 0.011

***

# 2
C29H44Br15ClIN2O3PS2 as an isolated structure in a non-equilibrium geometry, computed with ωB97M-V/def2-TZVPD.

Structure (ORCA input):
```
! RIJCOSX wB97M-V def2-TZVPD def2/J DEFGRID3
* xyz 0 1
C -8.882 1.440 4.129
O -9.051 0.321 3.286
C -7.855 0.017 2.579
C -8.169 -0.805 1.338
C -7.123 -0.570 0.211
C -6.407 -1.848 -0.217
C -5.061 -1.613 -0.907
C -4.037 -0.932 0.008
C -2.621 -0.945 -0.580
C -1.729 0.106 0.079
C -0.498 0.503 -0.764
C -0.604 1.940 -1.240
C 0.581 2.460 -2.112
C 1.805 1.583 -2.075
C 2.702 1.581 -0.899
P 2.379 2.681 0.524
O 3.791 3.077 1.182
O 1.814 4.090 -0.010
S 1.196 2.012 1.883
C 3.785 0.729 -0.850
C 4.793 0.547 0.266
C 4.211 -0.050 1.561
C 4.395 -1.570 1.546
Cl 5.045 0.632 2.980
C 4.004 -0.111 -1.977
N 5.010 -0.993 -2.096
S 4.862 -1.659 -3.537
N 3.553 -0.917 -4.085
C 3.175 -0.067 -3.122
C 2.052 0.802 -3.153
C 1.222 0.769 -4.418
C -0.180 0.185 -4.275
C -0.178 -1.304 -3.940
I 0.073 -2.543 -5.656
H -8.920 2.367 3.547
H -7.917 1.414 4.646
H -9.679 1.435 4.867
H -7.183 -0.532 3.250
H -7.375 0.961 2.297
H -9.175 -0.562 1.003
H -8.131 -1.867 1.585
H -6.410 0.167 0.582
H -7.638 -0.106 -0.632
H -6.271 -2.503 0.647
H -7.056 -2.392 -0.910
H -4.670 -2.574 -1.251
H -5.228 -0.987 -1.789
H -4.051 -1.450 0.971
H -4.330 0.113 0.115
H -2.163 -1.923 -0.422
H -2.712 -0.752 -1.655
H -2.315 1.008 0.274
H -1.407 -0.260 1.056
H -0.431 -0.197 -1.601
H 0.387 0.332 -0.153
H -0.768 2.624 -0.409
H -1.508 1.993 -1.857
H 0.209 2.530 -3.132
H 0.817 3.472 -1.819
H 4.458 3.243 0.500
H 2.426 4.497 -0.640
H 5.318 1.478 0.459
H 5.563 -0.136 -0.081
H 3.140 0.133 1.610
H 4.166 -1.922 0.538
H 5.436 -1.812 1.759
H 3.739 -2.058 2.263
H 1.132 1.799 -4.776
H 1.766 0.223 -5.185
H -0.674 0.298 -5.243
H -0.809 0.716 -3.560
H 0.554 -1.566 -3.180
H -1.150 -1.585 -3.539
C -2.609 -4.787 1.700
Br -4.191 -3.856 2.274
Br -2.482 -4.888 -0.216
Br -1.035 -4.018 2.491
H -2.685 -5.803 2.058
C -1.260 -0.118 4.451
Br -0.507 1.485 5.188
Br -1.338 -1.531 5.755
Br -2.985 0.195 3.656
H -0.596 -0.447 3.664
C 9.141 1.428 0.724
Br 7.809 2.724 0.211
Br 8.462 -0.367 0.666
Br 10.733 1.616 -0.333
H 9.406 1.640 1.749
C 2.972 3.714 6.238
Br 1.374 4.644 6.780
Br 3.112 3.602 4.331
Br 4.543 4.487 7.045
H 2.890 2.704 6.612
C 8.034 -3.618 -6.246
Br 8.410 -2.019 -7.243
Br 9.212 -3.811 -4.740
Br 6.188 -3.689 -5.704
H 8.210 -4.457 -6.904
*
```

Output
- E: -1142129.6966 eV
- Frontier orbital gap: 7.798 eV

Löwdin analysis output, partial charges in e: -0.122, -0.193, -0.244, -0.156, -0.192, -0.223, -0.215, -0.239, -0.205, -0.207, -0.223, -0.183, -0.134, -0.146, -0.145, 0.263, -0.252, -0.201, 0.369, -0.129, -0.227, -0.726, -0.112, 0.622, -0.295, -0.210, 0.978, -0.194, -0.298, -0.124, -0.149, -0.297, -0.672, 0.771, 0.087, 0.085, 0.085, 0.128, 0.114, 0.113, 0.105, 0.087, 0.113, 0.064, 0.114, 0.094, 0.116, 0.039, 0.103, 0.074, 0.110, 0.104, 0.078, 0.082, 0.062, 0.094, 0.113, 0.095, 0.089, 0.071, 0.092, 0.016, 0.054, 0.040, 0.075, 0.065, 0.077, 0.121, 0.092, 0.093, 0.087, 0.044, 0.025, -1.614, 0.637, 0.607, 0.571, -0.032, -1.644, 0.561, 0.563, 0.590, -0.043, -1.626, 0.609, 0.612, 0.584, -0.026, -1.645, 0.555, 0.584, 0.563, -0.030, -1.642, 0.578, 0.576, 0.554, -0.031